(1)
Below is a structure of composition C6H12O2S, with properties calculated with ωB97M-V/def2-TZVPD.

The geometry in XYZ format:
```
21
Properties=species:S:1:pos:R:3:mulliken_charge:R:1
C 0.5902 -0.1517 1.2061 0.940
C -0.2911 0.2630 -1.0957 0.634
C 0.5122 -1.6921 1.2650 -0.980
C -0.1600 0.5989 2.2006 -1.266
C -0.9739 -0.8433 -1.8320 -1.089
C -0.6795 1.6313 -1.1099 -1.376
O 2.4129 0.6625 -1.7512 -0.583
O 1.6563 0.4148 0.5548 -0.459
S 1.5227 -0.2319 -1.0509 0.544
H 0.1637 -2.0168 0.1602 0.081
H 0.0240 -2.0154 2.1822 0.456
H 1.5901 -1.9893 1.4575 0.304
H -1.0919 0.0713 2.5284 0.334
H -0.3635 1.6378 1.7707 0.241
H 0.5289 0.7766 3.0069 0.391
H -0.8142 -0.5513 -2.9202 0.350
H -2.0127 -1.0625 -1.4410 0.288
H -0.2122 -1.7087 -1.6581 0.301
H -0.1091 2.2419 -1.9455 0.238
H -0.5868 2.1805 -0.1897 0.261
H -1.7063 1.7846 -1.3381 0.390
```

Highest occupied orbital energy (spin up / spin down) (eV): -7.21 / -7.66
LUMO (spin up / spin down) (eV): -0.1 / 0.5
Energy above the lowest of the compared OMol25 structures with the same formula, charge and spin (kcal per mole): 135.4
DFT total energy (eV): -21341.6621
Orbital gap (spin up / spin down) (eV): 7.12 / 8.16



(2)
Below is an isolated molecule of C6H12O3, with properties calculated with ωB97M-V/def2-TZVPD.

The geometry in XYZ format:
```
21
Properties=species:S:1:pos:R:3:mulliken_charge:R:1
C 0.0159 4.0625 -0.1416 -0.550
O -0.7193 2.8064 -0.3565 -0.242
C -0.5451 1.8557 0.7523 0.626
O -0.0089 2.1114 1.9482 -0.518
O -1.0751 0.4724 0.5317 -0.290
C 0.0272 -0.4702 0.7814 -0.578
C -0.1946 -1.9777 0.1775 0.417
C 1.3308 -2.5715 -0.1493 -1.056
C -1.1138 -2.0593 -1.1771 -1.076
H 1.1613 3.9998 -0.3742 0.251
H -0.1200 4.5244 0.9248 0.268
H -0.4331 4.8483 -0.9134 0.226
H 0.2579 -0.6051 1.9450 0.216
H 1.0303 -0.0130 0.3305 0.305
H -0.6477 -2.7271 0.9758 0.295
H 2.0536 -1.9550 0.5529 0.319
H 1.4007 -3.7146 0.0932 0.300
H 1.5926 -2.2965 -1.2566 0.266
H -1.4160 -3.1843 -1.4379 0.302
H -2.1217 -1.4472 -1.1266 0.265
H -0.4750 -1.6595 -2.0802 0.256
```

Highest occupied orbital energy (eV): -10.59
LUMO (eV): 0.8
Energy above the lowest of the compared OMol25 structures with the same formula, charge and spin (kcal per mole): 109.4
SMILES string: COC(=O)OCC(C)C
DFT total energy (eV): -12555.1031
Orbital gap (eV): 11.40



(3)
Below is a structure of composition C6H12O4Pm, with properties calculated with ωB97M-V/def2-TZVPD.

The geometry in XYZ format:
```
23
Properties=species:S:1:pos:R:3:mulliken_charge:R:1
O 0.7715 -1.7801 0.2085 -0.501
C 1.9621 -1.0054 0.0812 -0.486
C 1.6640 0.4659 0.3182 -0.326
O 0.7871 0.5656 1.4521 -0.365
C 0.5691 1.9049 1.8942 -0.745
Pm -0.6970 -1.1060 1.5633 1.637
H 2.3853 -1.1494 -0.9228 0.331
H 2.6708 -1.3681 0.8383 0.318
H 1.1635 0.9285 -0.5465 0.237
H 2.5914 1.0160 0.5296 0.531
H -0.0414 1.8618 2.8017 0.310
H 1.5364 2.3689 2.1252 0.318
H 0.0511 2.4785 1.1128 0.347
C -2.5090 0.6112 -0.5823 -0.694
O -1.6591 -0.5106 -0.3451 -0.318
C -1.0297 -1.0336 -1.5243 -0.107
C -0.1360 -2.1784 -1.1250 0.136
O 0.3346 -3.1357 -1.7417 -0.365
H -2.9635 0.8936 0.3736 0.295
H -1.9133 1.4481 -0.9717 0.344
H -3.2827 0.3340 -1.3097 0.302
H -0.4564 -0.2189 -2.0063 0.316
H -1.7988 -1.3907 -2.2235 0.484
```

Net charge: +2
Highest occupied orbital energy (spin up / spin down) (eV): -14.17 / -18.92
LUMO (spin up / spin down) (eV): -8.4 / -8.1
Spin multiplicity: 6
Energy above the lowest of the compared OMol25 structures with the same formula, charge and spin (kcal per mole): 0.0
DFT total energy (eV): -31142.0183
Orbital gap (spin up / spin down) (eV): 5.79 / 10.78



(4)
Below is a structure of composition C6H12O6Zn, with properties calculated with ωB97M-V/def2-TZVPD.

The geometry in XYZ format:
```
25
Properties=species:S:1:pos:R:3:mulliken_charge:R:1
Zn 0.5204 0.0892 -0.4826 0.687
C -0.7589 2.5481 2.7506 -1.173
C -0.5494 1.8228 1.4055 0.979
O -1.4310 1.9096 0.4986 -0.577
O 0.4602 1.1014 1.2273 -0.742
H 0.0701 2.3138 3.4184 0.309
H -1.7028 2.4849 3.2922 0.274
H -0.5477 3.6006 2.5616 0.301
C -1.8630 -2.3402 1.7021 -1.006
C -1.2701 -1.6748 0.4826 0.929
O -1.9203 -0.8693 -0.1997 -0.653
O -0.1597 -1.9480 0.1563 -0.736
H -1.3168 -3.1771 2.1372 0.316
H -2.8854 -2.6906 1.5603 0.271
H -1.7712 -1.5873 2.4849 0.168
C 3.6677 -1.2075 -1.0923 -0.906
O 2.3704 -0.5800 -1.0042 -0.352
H 4.2004 -1.3030 -0.1462 0.231
H 3.5119 -2.2343 -1.4232 0.229
H 4.3347 -0.7606 -1.8295 0.215
C -0.5842 0.8733 -3.5225 -0.940
O -0.6550 0.7738 -2.0668 -0.571
H -0.7644 -0.0802 -4.0190 0.263
H -1.2718 1.5431 -4.0390 0.246
H 0.3158 1.3922 -3.8525 0.238
```

Net charge: -2
Highest occupied orbital energy (eV): -0.36
LUMO (eV): 5.6
Energy above the lowest of the compared OMol25 structures with the same formula, charge and spin (kcal per mole): 0.0
DFT total energy (eV): -67118.4566
Orbital gap (eV): 6.01



(5)
Below is a structure of composition C6H12OPPd, with properties calculated with ωB97M-V/def2-TZVPD.

The geometry in XYZ format:
```
21
Properties=species:S:1:pos:R:3:mulliken_charge:R:1
C -1.9840 -0.8218 -0.8535 -0.487
C -1.1378 -1.4656 -1.8453 -0.539
C -0.4617 -0.4688 -2.5982 -0.441
C -0.7924 0.8139 -2.1197 -0.680
C -1.7682 0.6900 -1.0283 -0.362
Pd -1.4881 0.2248 0.8957 -0.257
P -0.6333 -1.0417 2.5982 -0.411
H -2.9118 -1.2406 -0.4435 0.555
H -1.0599 -2.5420 -1.9846 0.409
H 0.2147 -0.6755 -3.4256 0.389
H -2.5568 1.4458 -0.8782 0.396
H -0.4487 1.7745 -2.4891 0.407
H 0.7994 -1.1252 2.6679 0.037
H -0.9842 -2.4199 2.7316 0.054
H -0.9322 -0.5912 3.9151 0.136
C 2.9097 1.4302 0.5918 -0.816
O 1.7298 0.7109 0.9614 -0.443
H 2.8092 1.6798 -0.4721 0.196
H 3.8274 0.8302 0.7287 0.260
H 3.0188 2.3673 1.1656 0.328
H 1.8500 0.4249 1.8821 0.270
```

Net charge: -1
Highest occupied orbital energy (spin up / spin down) (eV): 0.39 / -3.63
LUMO (spin up / spin down) (eV): 3.6 / 2.8
Spin multiplicity: 3
Energy above the lowest of the compared OMol25 structures with the same formula, charge and spin (kcal per mole): 0.0
DFT total energy (eV): -21228.1593
Orbital gap (spin up / spin down) (eV): 3.23 / 6.39



(6)
Below is a cluster of 2 separate species, C6H12P2 in total, with properties calculated with ωB97M-V/def2-TZVPD.

The geometry in XYZ format:
```
20
Properties=species:S:1:pos:R:3:mulliken_charge:R:1
C -1.5229 0.1795 -0.2233 0.298
C -0.7120 -2.3844 -0.1412 -1.057
C 2.3162 0.6012 -0.1753 -1.200
C -0.8860 -1.0296 -0.8576 0.077
C 0.2576 0.9241 1.3071 -1.174
C 1.2237 1.3899 0.4590 0.387
P -2.7955 0.4909 0.8625 -0.210
P -2.2743 1.6682 -0.8226 -0.187
H -1.5972 -2.5516 0.5389 0.297
H 0.1854 -2.2925 0.4178 0.284
H -0.5381 -3.1485 -0.9447 0.310
H 2.6724 -0.3778 0.1972 0.331
H 3.2149 1.2802 -0.2358 0.334
H 2.1014 0.4144 -1.2607 0.264
H -1.3345 -1.0252 -1.9317 0.373
H 0.2040 -0.7024 -1.0705 -0.162
H -0.4476 1.5448 1.8742 0.472
H 0.1524 -0.1465 1.7654 0.300
H -1.2291 2.6482 -0.1186 0.022
H 1.0091 2.5171 0.3597 0.240
```

Highest occupied orbital energy (spin up / spin down) (eV): -6.23 / -9.16
LUMO (spin up / spin down) (eV): 0.9 / -2.1
Spin multiplicity: 3
Energy above the lowest of the compared OMol25 structures with the same formula, charge and spin (kcal per mole): 7.2
DFT total energy (eV): -24987.8729
Orbital gap (spin up / spin down) (eV): 7.10 / 7.07



(7)
Below is a cluster of 2 separate species, C6H12S in total, with properties calculated with ωB97M-V/def2-TZVPD.

The geometry in XYZ format:
```
19
Properties=species:S:1:pos:R:3:mulliken_charge:R:1
C -1.4191 -1.7038 1.2460 -1.196
C -1.3421 -0.6775 0.1943 0.146
C -1.1478 0.6681 0.3131 -0.397
C -1.3853 1.8599 -0.6923 -0.967
H -2.4421 -1.8914 1.5611 0.302
H -0.9798 -2.6564 0.8639 0.299
H -0.7991 -1.4745 2.1656 0.294
H -1.5796 -1.1121 -0.7557 0.385
H -0.8120 1.0331 1.2857 0.265
H -1.2201 1.3141 -1.6968 0.303
H -0.6629 2.7570 -0.5272 0.258
H -2.4041 2.2338 -0.4520 0.322
C 1.4796 -0.0774 -1.2568 -0.313
C 2.5860 -0.2131 -0.5708 -0.295
S 3.5911 1.0252 0.2894 -0.221
H 0.9853 -1.0301 -1.6107 0.255
H 0.7932 0.7668 -1.1113 0.078
H 3.2138 -1.1188 -0.6252 0.370
H 3.5450 0.2970 1.3797 0.113
```

Highest occupied orbital energy (eV): -8.89
LUMO (eV): 0.9
Energy above the lowest of the compared OMol25 structures with the same formula, charge and spin (kcal per mole): 54.7
SMILES string: C/C=C/C.C=CS
DFT total energy (eV): -17249.2282
Orbital gap (eV): 9.79



(8)
Below is an isolated molecule of C6H12S, with properties calculated with ωB97M-V/def2-TZVPD.

The geometry in XYZ format:
```
19
Properties=species:S:1:pos:R:3:mulliken_charge:R:1
C 1.9115 -1.0196 -0.7940 -1.122
C 1.2319 -1.0970 0.4986 -0.048
C 0.3486 -0.2368 1.0563 -0.708
C -0.2033 1.0383 0.5362 0.047
S 1.1021 2.1860 -0.0472 -0.247
C -1.2215 0.8067 -0.5808 -0.618
C -2.2392 -0.2148 -0.1576 -1.173
H 2.9454 -0.7888 -0.6845 0.334
H 1.5016 -0.2543 -1.4746 0.257
H 1.7847 -2.0559 -1.1886 0.312
H 1.4742 -1.9269 1.2003 0.338
H -0.1878 -0.5569 1.9264 0.409
H -0.8030 1.5385 1.2896 0.394
H 2.1114 1.8195 0.8428 0.142
H -1.6597 1.7382 -0.8545 0.459
H -0.6744 0.4621 -1.4423 0.246
H -2.7500 0.2082 0.7139 0.298
H -1.7684 -1.1630 0.1469 0.322
H -2.9043 -0.4834 -0.9869 0.359
```

Highest occupied orbital energy (eV): -8.79
LUMO (eV): 0.9
Energy above the lowest of the compared OMol25 structures with the same formula, charge and spin (kcal per mole): 16.9
SMILES string: C/C=C\[C@@H](S)CC
DFT total energy (eV): -17250.8671
Orbital gap (eV): 9.70



(9)
Below is a structure of composition C6H12S5, with properties calculated with ωB97M-V/def2-TZVPD.

The geometry in XYZ format:
```
23
Properties=species:S:1:pos:R:3:mulliken_charge:R:1
C 1.5991 0.2190 0.3113 -0.042
C 4.1918 -0.6113 -0.3396 -1.188
C -0.6096 -1.6489 2.1082 -0.838
C -3.0780 -0.7123 -0.8640 -1.151
C -0.8644 2.4202 -1.3296 -0.883
C -0.9753 0.5318 0.6552 0.077
S 1.9357 1.8445 0.2341 -0.297
S 2.4582 -1.1503 -0.0747 0.130
S -1.4828 -0.0810 2.2446 -0.062
S -1.2522 -0.4672 -0.7747 -0.005
S -0.7692 2.2192 0.4981 0.010
H 4.1423 -0.0333 -1.1438 0.352
H 4.7036 -1.4662 -0.3852 0.485
H 4.5947 -0.1697 0.4941 0.358
H -0.5279 -2.0401 3.0087 0.528
H 0.3621 -1.5004 1.8594 0.158
H -1.0270 -2.3851 1.3247 0.242
H -3.5653 -1.1523 -0.0568 0.403
H -3.4080 -1.4005 -1.6892 0.348
H -3.6885 0.1214 -0.8724 0.408
H 0.0348 2.3518 -1.8528 0.337
H -1.1204 3.3919 -1.6409 0.440
H -1.6537 1.7189 -1.7148 0.189
```

Highest occupied orbital energy (eV): -7.06
LUMO (eV): -0.2
Energy above the lowest of the compared OMol25 structures with the same formula, charge and spin (kcal per mole): 27.0
DFT total energy (eV): -60587.9041
Orbital gap (eV): 6.85



(10)
Below is a structure of composition C6H13AsMgNO3S5, with properties calculated with ωB97M-V/def2-TZVPD.

The geometry in XYZ format:
```
30
Properties=species:S:1:pos:R:3:mulliken_charge:R:1
Mg 0.6013 0.3866 -0.0586 0.844
N 1.4019 -1.2837 1.2331 -0.396
C 1.9986 -2.2667 0.3248 -0.507
C 1.3260 -2.2251 -1.0584 0.668
O 1.3393 -3.2355 -1.7522 -0.733
O 0.8415 -1.0837 -1.3855 -0.574
H 2.0417 -0.9471 1.9427 0.219
H 0.5967 -1.6548 1.7268 0.203
H 1.9789 -3.2898 0.7025 0.296
H 3.0428 -1.9901 0.1609 0.274
S -1.3998 -0.0428 2.9116 -0.263
S -0.4904 1.7794 3.1818 -0.097
S 1.5446 1.5786 2.9642 -0.173
S 2.0057 2.1000 1.0146 -0.466
C -1.7613 -1.0511 -2.8043 -0.944
As -1.8528 0.8649 -2.7791 0.704
C -3.5121 1.3252 -1.9130 -1.039
C -2.1507 1.3431 -4.6271 -1.103
S -0.2299 1.9727 -2.0382 -0.515
H -2.6105 -1.4139 -3.3858 0.463
H -1.8069 -1.4202 -1.7845 0.248
H -0.8140 -1.3552 -3.2408 0.309
H -4.2763 0.5893 -2.1607 0.379
H -3.8119 2.3164 -2.2486 0.371
H -3.3440 1.3289 -0.8396 0.274
H -3.0586 0.8690 -4.9999 0.370
H -1.2920 1.0147 -5.2092 0.350
H -2.2364 2.4259 -4.6919 0.343
O -2.3780 -0.7033 0.4318 -0.457
C -1.4388 -0.1089 0.8453 -0.048
```

Net charge: -1
Highest occupied orbital energy (eV): -4.19
LUMO (eV): 2.6
Energy above the lowest of the compared OMol25 structures with the same formula, charge and spin (kcal per mole): 0.0
DFT total energy (eV): -134531.8753
Orbital gap (eV): 6.78



(11)
Below is the ion C6H13BClO4S with charge -1, with properties calculated with ωB97M-V/def2-TZVPD.

The geometry in XYZ format:
```
26
Properties=species:S:1:pos:R:3:mulliken_charge:R:1
O 5.0276 1.1153 0.3031 -0.562
S 3.6202 1.2570 0.5037 1.013
O 2.9802 2.4755 0.1316 -0.516
Cl 3.2389 0.9818 2.4937 -0.211
C 2.7642 -0.1165 -0.2192 -0.662
C 1.3110 -0.2452 0.2488 -0.601
C 0.5096 -1.0813 -0.7502 -0.689
C -0.8453 -1.5172 -0.1923 -1.073
C -1.7202 -0.3498 0.2099 0.225
C -1.9909 0.6393 -0.9654 -0.384
O -3.2800 1.1440 -0.7699 -0.625
B -3.6921 0.5844 0.5805 0.842
O -3.0264 -0.7547 0.5461 -0.878
H 3.3341 -1.0126 0.0088 0.387
H 2.7687 0.0967 -1.2874 0.365
H 0.8795 0.7510 0.3452 0.448
H 1.2650 -0.6940 1.2401 0.487
H 1.0963 -1.9624 -1.0245 0.441
H 0.3707 -0.4737 -1.6472 0.353
H -1.3660 -2.1604 -0.9003 0.272
H -0.6347 -2.1177 0.7001 0.308
H -1.3333 0.1442 1.1074 0.153
H -2.0365 0.0043 -1.8645 0.277
H -1.2123 1.4069 -1.0599 0.150
H -3.1388 1.3109 1.4472 -0.280
H -4.8897 0.5742 0.8147 -0.240
```

Net charge: -1
Highest occupied orbital energy (eV): -3.89
LUMO (eV): 2.4
DFT total energy (eV): -38658.7307
Orbital gap (eV): 6.27



(12)
Below is a cluster of 2 separate species, C6H13BN2O2 in total, with properties calculated with ωB97M-V/def2-TZVPD.

The geometry in XYZ format:
```
24
Properties=species:S:1:pos:R:3:mulliken_charge:R:1
C 1.6120 -2.1987 0.0198 -1.023
C 1.3615 -1.0202 -1.0036 -0.269
B 0.2590 -0.1098 -0.3071 0.149
O 0.5214 1.0714 0.2768 -0.086
N -1.1992 -0.6257 -0.2574 0.146
C -2.0164 -0.8232 0.8501 -0.302
C -3.1973 -1.2410 0.2773 -0.398
N -3.0553 -1.3161 -1.0822 -0.020
C -1.7942 -0.9277 -1.3899 -0.297
H 1.5720 -1.7385 1.0247 0.288
H 2.5659 -2.7068 -0.1595 0.327
H 0.7373 -2.8676 -0.0562 0.256
H 0.9687 -1.3846 -1.9733 0.222
H 2.2682 -0.4331 -1.2026 0.317
H 0.1728 1.0913 1.1773 0.231
H -1.7516 -0.6738 1.8910 0.427
H -4.1273 -1.4812 0.7909 0.386
H -3.7374 -1.6061 -1.7694 0.217
H -1.3936 -0.8839 -2.3992 0.381
C 2.0340 3.9514 1.0415 -0.791
O 1.4878 2.9271 0.3477 -0.741
H 2.0427 4.9545 0.5421 0.170
H 1.5601 4.2006 2.0274 0.205
H 3.1091 3.8417 1.3339 0.203
```

Highest occupied orbital energy (eV): -4.41
LUMO (eV): -0.6
Energy above the lowest of the compared OMol25 structures with the same formula, charge and spin (kcal per mole): 0.0
DFT total energy (eV): -14180.7649
Orbital gap (eV): 3.82